Molecular formula: C17H21CeN7OSeSi
Method: DFT, ωB97M-V with the def2-TZVPD basis set

The gap between HOMO and LUMO (alpha / beta) is 6.12 / 6.12 eV. Its LUMO energy (alpha / beta) is -8.3 / -8.3 eV. Its relative energy (zero: lowest compared OMol25 entry of this formula, charge and spin) is 36.71 kJ/mol. Its charge is +2. For the molecular weight, the calculation gives 586.565 g mol⁻¹. The calculation puts the total energy at -4284.40752 Eh.

Each line ends with the Löwdin charge.
CARTESIAN COORDINATES (ANGSTROEM)
Ce (-1.66364, 2.84708, 14.60093)  1.43
C (0.31522, 1.12867, 13.14557)  -0.17
Si (-0.12247, 2.26942, 11.72492)  0.42
C (1.37351, 3.10683, 10.91307)  -0.13
C (-0.99714, 1.27372, 10.45595)  -0.16
N (-1.21788, 3.42241, 12.52458)  -0.21
C (-1.44198, 4.73899, 11.92845)  -0.24
C (-1.54502, 4.90907, 10.49837)  0.00
C (-1.70242, 6.17831, 9.98714)  -0.04
C (-1.70872, 7.28079, 10.87242)  -0.03
C (-1.59493, 7.11463, 12.23794)  0.02
C (-1.48598, 5.82111, 12.73977)  -0.21
O (-1.40382, 5.54058, 14.15355)  -0.02
C (-2.65419, 5.32907, 14.77455)  -0.34
C (-3.82124, 5.27944, 14.06221)  0.02
C (-4.98380, 4.95715, 14.76428)  0.00
C (-4.92189, 4.62743, 16.08492)  -0.04
C (-3.73165, 4.55310, 16.77905)  -0.02
C (-2.58383, 4.94416, 16.12953)  -0.10
H (1.01413, 0.36509, 12.77276)  0.08
H (-0.58324, 0.53578, 13.40261)  0.04
H (0.81064, 1.56341, 14.01180)  0.02
H (1.95651, 2.27621, 10.41778)  0.07
H (1.99739, 3.57356, 11.69266)  0.05
H (1.04905, 3.80673, 10.15773)  0.03
H (-0.22572, 0.48670, 10.12851)  0.08
H (-1.21048, 1.82335, 9.52811)  0.04
H (-1.88590, 0.67853, 10.68056)  0.05
H (-1.52643, 4.00965, 9.86364)  0.11
H (-1.90655, 6.39398, 8.92997)  0.13
H (-1.85515, 8.28740, 10.46143)  0.13
H (-1.61566, 7.95417, 12.87544)  0.12
H (-3.90313, 5.55659, 13.00992)  0.15
H (-5.91791, 4.94274, 14.23482)  0.14
H (-5.84714, 4.29815, 16.55303)  0.14
H (-3.72639, 4.20702, 17.80707)  0.14
H (-1.63441, 5.07457, 16.60835)  0.13
Se (-3.92556, -1.48914, 15.04728)  0.93
C (-3.25026, 0.04093, 15.17930)  -0.91
N (-2.71868, 1.11761, 15.29223)  -0.20
N (2.53044, 4.38015, 17.95663)  0.16
N (1.63981, 3.43179, 17.46210)  -0.23
N (1.54289, 2.21395, 17.99960)  0.18
C (0.69070, 1.63900, 17.26018)  -0.13
N (0.20228, 2.49056, 16.29033)  -0.09
N (0.83408, 3.63968, 16.47969)  0.12
H (3.43387, 3.91193, 18.03497)  0.12
H (2.23622, 4.63041, 18.87319)  0.10
H (0.34553, 0.63951, 17.37385)  0.13

Cartesian forces (eV/Å) of the 6 atoms listed first:
Ce 0.9 0.5 -1.5
C -0.2 -0.5 -0.2
Si 0.5 0.3 -0.9
C 0.0 -1.5 0.8
C 0.8 -1.6 -1.3
N -0.7 0.9 1.0

Molecular formula: C17H21Cl18F3N3O4S
Method: DFT, ωB97M-V with the def2-TZVPD basis set

The gap between HOMO and LUMO is 7.46 eV. Its LUMO energy is -4.9 eV. Its charge is +1. For the molecular weight, the calculation gives 1058.587 g mol⁻¹. The calculation puts the total energy at -10106.47924 Eh.

Each line ends with the Löwdin charge.
CARTESIAN COORDINATES (ANGSTROEM)
C (4.08388, -1.41830, 0.23122)  -0.02
C (3.69113, -0.33277, -0.83075)  -0.51
O (3.19378, -0.69603, -1.87536)  0.05
N (3.96322, 1.02863, -0.49555)  0.07
C (2.77213, 1.87160, -0.66826)  -0.21
C (2.09942, 2.30378, 0.65058)  -0.18
C (1.44324, 1.15616, 1.46142)  -0.14
C (0.68458, 0.06826, 0.64284)  -0.12
C (-0.79338, 0.35438, 0.46391)  -0.13
C (-1.14950, 1.64537, -0.00817)  0.14
C (-2.50998, 1.94937, -0.18715)  -0.21
O (-2.91089, 3.14106, -0.62634)  0.06
C (-3.45103, 0.88685, 0.12956)  0.02
N (-3.09995, -0.29582, 0.52699)  0.10
N (-1.80906, -0.49934, 0.66899)  -0.10
S (-1.42391, -2.14689, 1.20457)  0.82
O (-0.78768, -2.06386, 2.48130)  -0.21
O (-2.61262, -2.92745, 1.27317)  -0.22
C (-0.32047, -2.98067, -0.09006)  -0.64
F (0.79778, -3.32027, 0.53305)  0.18
F (-0.94739, -4.06176, -0.50519)  0.19
F (-0.09297, -2.18888, -1.14486)  0.15
H (4.16850, -0.88504, 1.20255)  -0.01
H (3.36039, -2.24124, 0.26767)  0.08
H (5.10400, -1.75036, -0.02695)  0.07
H (4.38324, 1.12855, 0.42177)  0.12
H (2.06039, 1.40572, -1.37219)  0.11
H (3.09596, 2.79936, -1.18057)  0.12
H (1.44338, 3.17278, 0.45623)  0.11
H (2.90325, 2.71865, 1.29198)  0.12
H (0.79588, 1.55885, 2.26153)  0.13
H (2.25388, 0.62785, 1.99581)  0.10
H (0.88778, -0.88866, 1.15220)  0.10
H (1.08810, -0.07948, -0.37892)  0.12
H (-0.40758, 2.40875, -0.24212)  0.14
H (-2.96384, 3.15424, -1.61004)  -0.01
H (-4.51698, 1.10345, -0.01575)  0.09
C (-7.38256, -0.84908, 0.86963)  -1.52
Cl (-7.12910, 0.89651, 0.70478)  0.54
Cl (-5.84156, -1.68989, 1.06724)  0.56
Cl (-8.45751, -1.19345, 2.22327)  0.56
H (-7.85340, -1.20846, -0.03754)  0.02
C (0.06616, -3.20318, -4.34722)  -1.57
Cl (0.39025, -4.86837, -3.85675)  0.54
Cl (1.22084, -2.67551, -5.57027)  0.54
Cl (-1.59110, -3.03702, -4.93893)  0.52
H (0.17972, -2.56693, -3.48028)  -0.02
C (7.13687, 0.00621, -2.86786)  -1.56
Cl (8.43667, 0.78961, -3.76521)  0.54
Cl (6.82473, -1.60919, -3.50437)  0.53
Cl (7.52962, -0.07152, -1.14449)  0.51
H (6.23645, 0.59843, -2.98319)  0.01
C (-8.64854, 1.07244, 5.43084)  -1.56
Cl (-7.68232, 0.70948, 6.86255)  0.53
Cl (-10.28579, 1.54408, 5.88559)  0.53
Cl (-7.88043, 2.33770, 4.46498)  0.50
H (-8.70860, 0.17604, 4.82606)  -0.03
C (5.49312, -1.99981, 4.17447)  -1.52
Cl (5.72557, -3.64511, 4.75386)  0.55
Cl (6.67739, -1.60127, 2.92875)  0.54
Cl (3.84126, -1.78317, 3.56274)  0.54
H (5.63602, -1.32087, 5.00647)  0.02
C (-1.72476, 3.86271, -4.96725)  -1.50
Cl (-1.43294, 5.58657, -5.13183)  0.57
Cl (-0.21442, 2.98599, -4.72569)  0.54
Cl (-2.84851, 3.54791, -3.62215)  0.60
H (-2.18980, 3.50231, -5.87730)  0.02

Cartesian forces (eV/Å) of the 6 atoms listed first:
C 0.6 2.1 -0.2
C 0.8 -1.4 0.9
O -0.3 0.9 0.3
N -1.4 -1.7 -0.2
C 0.2 1.7 -0.6
C 0.5 0.0 0.2

Molecular formula: C17H21Cl3O3Sn
Method: DFT, ωB97M-V with the def2-TZVPD basis set

The gap between HOMO and LUMO (alpha / beta) is 3.46 / 3.25 eV. Its LUMO energy (alpha / beta) is 3.4 / 3.3 eV. Its charge is -2. For the molecular weight, the calculation gives 498.422 g mol⁻¹. The calculation puts the total energy at -2480.99687 Eh.

Each line ends with the Löwdin charge.
CARTESIAN COORDINATES (ANGSTROEM)
C (-0.74023, 3.12154, -1.34387)  -0.26
C (0.59349, 3.46911, -0.97279)  -0.25
C (0.69688, 3.30777, 0.43847)  -0.29
C (1.67501, 3.88652, -1.86950)  -0.14
C (-0.59282, 3.00430, 0.94459)  -0.32
C (-1.48854, 2.92831, -0.15426)  -0.28
C (-2.95068, 2.78363, -0.04808)  -0.11
C (-1.22319, 2.99382, -2.72636)  -0.09
C (1.93311, 3.47605, 1.21503)  -0.08
C (-0.96365, 2.84806, 2.36099)  -0.10
Sn (-1.10444, -0.87651, -0.55888)  0.77
Cl (2.91771, 1.00798, -2.85477)  -0.70
Cl (-0.96389, -1.44795, -2.83823)  0.05
Cl (0.68499, -0.05119, 0.70384)  0.18
H (1.59985, 3.32952, -2.81024)  0.00
H (2.63115, 3.52530, -1.47821)  0.03
H (1.70608, 4.98499, -2.03649)  0.07
H (2.73743, 2.89360, 0.74361)  0.07
H (1.79291, 3.12364, 2.24301)  0.05
H (2.24744, 4.53133, 1.25003)  0.07
H (-0.12094, 2.46145, 2.94759)  0.05
H (-1.81088, 2.15837, 2.47020)  0.06
H (-1.26386, 3.81070, 2.80553)  0.06
H (-3.22676, 2.23372, 0.86070)  0.05
H (-3.36655, 2.25395, -0.91004)  0.04
H (-3.44463, 3.76933, 0.00478)  0.07
H (-0.49288, 2.39682, -3.28909)  0.07
H (-1.34962, 3.97695, -3.21118)  0.07
H (-2.18767, 2.47184, -2.74938)  0.05
O (-2.87583, -0.28928, -0.25036)  -0.46
H (-3.51985, -0.24680, -1.12450)  0.11
O (1.04243, -2.95265, -0.95502)  0.01
C (0.38168, -3.61480, -0.19263)  -0.72
O (-0.77415, -3.39862, 0.31631)  -0.11
C (0.68624, -4.89070, 0.46392)  -0.17
C (0.46858, -4.92090, 1.84508)  -0.02
C (0.84151, -6.08647, 2.46884)  -0.10
C (1.36643, -7.15487, 1.72597)  -0.11
C (1.54091, -7.05958, 0.34770)  -0.10
C (1.21309, -5.89213, -0.31706)  -0.02
H (0.04326, -4.05896, 2.36850)  0.13
H (0.71909, -6.15059, 3.53956)  0.09
H (1.65648, -8.06946, 2.24102)  0.09
H (1.94571, -7.87033, -0.23426)  0.09
H (1.33960, -5.71682, -1.38009)  0.12

Cartesian forces (eV/Å) of the 6 atoms listed first:
C 1.2 0.7 1.1
C -1.6 -0.8 0.8
C -1.7 0.5 -0.6
C 0.6 -0.3 -0.5
C 0.7 0.3 -1.0
C 1.0 -0.9 0.1

Molecular formula: C17H21Cl3O4Sn
Method: DFT, ωB97M-V with the def2-TZVPD basis set

The gap between HOMO and LUMO (alpha / beta) is 4.70 / 3.49 eV. Its LUMO energy (alpha / beta) is 4.5 / 4.5 eV. Its charge is -2. For the molecular weight, the calculation gives 514.421 g mol⁻¹. The calculation puts the total energy at -2556.34133 Eh.

Each line ends with the Löwdin charge.
CARTESIAN COORDINATES (ANGSTROEM)
C (-1.50377, -1.19704, -3.02479)  -0.23
C (-2.40433, -0.14538, -2.78628)  -0.26
C (-3.20329, -0.47727, -1.64254)  -0.29
C (-2.54357, 1.10435, -3.57215)  -0.08
C (-2.81069, -1.74033, -1.17056)  -0.30
C (-1.76500, -2.24674, -2.04367)  -0.28
C (-1.14245, -3.46784, -1.88927)  -0.07
C (-0.46657, -1.21093, -4.06773)  -0.09
C (-4.25670, 0.38423, -1.06420)  -0.08
C (-3.34418, -2.45202, -0.00206)  -0.11
Sn (0.09360, 2.01428, 0.02995)  0.08
Cl (-0.92735, 3.86386, 0.51985)  0.01
Cl (1.83868, 2.01600, -1.54549)  -0.10
Cl (-0.98569, 0.08640, 0.84535)  0.07
H (-1.82470, 1.13590, -4.39840)  0.06
H (-2.39339, 2.00513, -2.95748)  0.06
H (-3.55036, 1.18524, -4.00887)  0.06
H (-3.89422, 1.40292, -0.86575)  0.07
H (-4.60929, -0.03655, -0.11676)  0.06
H (-5.12592, 0.46983, -1.73305)  0.06
H (-3.35281, -1.82610, 0.90034)  0.05
H (-2.71056, -3.31955, 0.19049)  0.05
H (-4.36694, -2.81131, -0.18475)  0.06
H (-1.11567, -3.93139, -0.90870)  0.03
H (0.65222, -2.97835, -1.68202)  -0.04
H (-0.76758, -4.01409, -2.74220)  0.03
H (-0.03700, -0.20968, -4.21278)  0.06
H (-0.88298, -1.52878, -5.03464)  0.06
H (0.34422, -1.88677, -3.78141)  0.05
O (1.50294, -2.47700, -1.66072)  -0.12
H (1.37081, -1.82139, -0.95542)  0.02
O (3.94857, -0.64463, 3.16951)  0.05
C (3.93699, 0.59008, 3.68424)  -0.26
C (4.79317, 0.90390, 4.76246)  -0.03
C (4.82071, 2.19861, 5.27250)  -0.11
C (4.00365, 3.19492, 4.71169)  -0.11
C (3.14189, 2.89179, 3.65396)  -0.02
C (3.07768, 1.59347, 3.13272)  -0.06
C (2.16725, 1.23879, 2.02575)  -0.55
O (1.33780, 2.20496, 1.70642)  -0.27
O (2.21760, 0.12938, 1.45206)  -0.01
H (3.28972, -0.60656, 2.39521)  0.08
H (5.42397, 0.11315, 5.16940)  0.11
H (5.48184, 2.43050, 6.11094)  0.09
H (4.03922, 4.21224, 5.10730)  0.09
H (2.50245, 3.65979, 3.21153)  0.12

Cartesian forces (eV/Å) of the 6 atoms listed first:
C -1.5 0.2 0.9
C 0.5 -1.1 0.4
C 0.7 -1.3 -0.1
C 0.0 0.4 -0.2
C 0.3 1.4 -1.3
C -0.7 1.6 0.0

Molecular formula: C17H21ClO5P2
Method: DFT, ωB97M-V with the def2-TZVPD basis set

The gap between HOMO and LUMO is 6.72 eV. Its LUMO energy is -1.6 eV. The structure (SMILES) is CC(C)CP(Cl)#P(C)O.O=C1C=CC(=O)C=C1.O=C1C=CC(=O)C=C1. For the molecular weight, the calculation gives 402.751 g mol⁻¹. The calculation puts the total energy at -2179.45403 Eh.

Each line ends with the Löwdin charge.
CARTESIAN COORDINATES (ANGSTROEM)
C (1.94983, -0.29331, 1.47717)  -0.10
C (0.90709, -0.37696, 0.35584)  -0.49
C (1.34889, -1.35758, -0.72672)  -0.11
C (0.53272, 1.00774, -0.20063)  -0.48
P (1.78946, 1.78588, -1.28448)  0.45
Cl (2.95157, 2.81052, 0.09772)  0.18
P (0.54167, 3.42823, -2.06884)  0.65
C (1.44308, 3.74047, -3.64389)  -0.33
O (0.88927, 4.74066, -1.15030)  -0.41
H (2.95595, -0.33083, 1.04889)  0.07
H (1.84061, -1.12475, 2.16834)  0.06
H (1.87691, 0.65182, 2.01495)  0.06
H (-0.01570, -0.77688, 0.78674)  0.13
H (2.17693, -0.96621, -1.31864)  0.04
H (0.52893, -1.59029, -1.40880)  0.08
H (1.67471, -2.28406, -0.25649)  0.05
H (-0.38714, 0.93701, -0.79071)  0.06
H (0.31385, 1.68968, 0.62736)  0.07
H (0.70334, 3.90130, -4.42440)  0.02
H (2.07071, 4.62664, -3.54960)  0.04
H (2.05659, 2.87758, -3.89786)  0.01
H (1.83134, 4.91772, -1.10656)  0.00
O (2.99051, -8.34881, 2.64052)  0.11
C (2.53443, -7.23934, 2.47573)  -0.39
C (3.29732, -6.19215, 1.74770)  0.02
C (2.79638, -4.97363, 1.56849)  0.02
C (1.45340, -4.60970, 2.08752)  -0.37
O (0.99826, -3.49830, 1.92108)  0.10
C (0.69018, -5.65460, 2.81536)  0.02
C (1.19074, -6.87332, 2.99467)  0.02
H (4.27288, -6.48248, 1.37935)  0.12
H (3.33262, -4.19318, 1.04323)  0.12
H (-0.28515, -5.36341, 3.18374)  0.12
H (0.65500, -7.65304, 3.52072)  0.12
O (-3.18577, 1.63815, -2.06771)  0.09
C (-3.78103, 2.53642, -1.51223)  -0.38
C (-3.06234, 3.57626, -0.73257)  0.01
C (-3.72167, 4.54898, -0.10931)  0.02
C (-5.20199, 4.64226, -0.17381)  -0.39
O (-5.80487, 5.52875, 0.39089)  0.10
C (-5.92076, 3.60478, -0.95919)  0.02
C (-5.26278, 2.62997, -1.57930)  0.02
H (-1.98373, 3.49142, -0.70560)  0.06
H (-3.21944, 5.31580, 0.46672)  0.12
H (-6.99925, 3.69325, -0.99056)  0.12
H (-5.76353, 1.86156, -2.15455)  0.12

Cartesian forces (eV/Å) of the 6 atoms listed first:
C 0.1 0.2 -0.4
C -0.1 0.0 0.1
C -0.1 0.0 0.0
C -0.1 0.0 0.4
P 0.2 -0.3 -0.2
Cl 0.2 0.1 0.1